{
  "formula": "C53H52AsFeN8OS",
  "method": "wB97M-V/def2-TZVPD",
  "elements": ["Fe", "C", "C", "C", "N", "C", "C", "C", "C", "C", "C", "C", "N", "C", "C", "C", "N", "C", "C", "C", "C", "C", "C", "C", "N", "C", "C", "H", "H", "H", "H", "H", "H", "H", "H", "H", "H", "H", "H", "H", "H", "H", "H", "H", "H", "H", "H", "H", "H", "H", "H", "H", "H", "S", "C", "N", "N", "C", "C", "C", "C", "C", "C", "N", "N", "C", "C", "C", "C", "C", "C", "H", "H", "H", "H", "H", "H", "H", "H", "H", "H", "H", "O", "As", "C", "C", "C", "C", "C", "C", "C", "C", "C", "C", "C", "C", "C", "C", "C", "C", "C", "C", "H", "H", "H", "H", "H", "H", "H", "H", "H", "H", "H", "H", "H", "H", "H"],
  "positions_angstrom": [[0.816, -0.360, 0.567], [0.436, 0.034, 4.941], [-0.522, 0.675, 3.937], [0.031, 1.871, 3.169], [0.896, 1.509, 2.079], [1.609, 2.436, 1.516], [1.455, 3.828, 1.814], [2.320, 4.872, 1.655], [3.634, 4.843, 1.177], [4.243, 3.791, 0.524], [3.692, 2.592, 0.095], [2.455, 1.997, 0.394], [1.955, 0.980, -0.302], [2.402, 0.806, -1.668], [3.395, -0.330, -1.921], [2.767, -1.715, -1.721], [2.460, -1.885, -0.331], [3.156, -2.639, 0.479], [4.165, -3.554, 0.063], [4.805, -4.576, 0.723], [4.634, -5.044, 2.021], [3.833, -4.474, 2.998], [3.133, -3.291, 2.958], [2.897, -2.364, 1.908], [2.436, -1.155, 2.125], [2.423, -0.607, 3.457], [1.267, -1.100, 4.351], [-0.158, -0.379, 5.760], [1.097, 0.791, 5.371], [-1.393, 1.040, 4.484], [-0.853, -0.075, 3.216], [0.556, 2.541, 3.868], [-0.836, 2.428, 2.760], [0.488, 4.083, 2.232], [1.954, 5.837, 1.986], [4.216, 5.747, 1.306], [5.274, 3.951, 0.226], [4.348, 1.997, -0.528], [2.844, 1.742, -2.037], [1.511, 0.609, -2.271], [4.253, -0.237, -1.253], [3.734, -0.245, -2.956], [3.459, -2.463, -2.124], [1.847, -1.784, -2.305], [4.463, -3.458, -0.972], [5.518, -5.130, 0.122], [5.190, -5.931, 2.293], [3.797, -5.010, 3.941], [2.653, -3.025, 3.886], [2.332, 0.471, 3.321], [3.390, -0.805, 3.943], [1.665, -1.696, 5.174], [0.608, -1.736, 3.757], [-0.346, -2.118, 1.330], [-0.801, -2.935, -0.174], [-1.266, -4.160, -0.055], [-1.439, -4.905, -1.169], [-0.599, -5.044, -2.248], [0.713, -4.551, -2.245], [1.532, -4.756, -3.337], [1.081, -5.463, -4.442], [-0.211, -5.968, -4.445], [-1.044, -5.763, -3.366], [-0.738, -2.308, -1.325], [-0.460, -1.036, -1.418], [-0.522, -0.521, -2.682], [-0.202, -1.291, -3.820], [-0.216, -0.720, -5.073], [-0.588, 0.606, -5.243], [-0.963, 1.356, -4.138], [-0.917, 0.811, -2.875], [-2.179, -5.591, -1.069], [1.087, -4.040, -1.372], [2.543, -4.371, -3.321], [1.733, -5.626, -5.287], [-0.569, -6.532, -5.295], [-2.050, -6.162, -3.376], [0.055, -2.333, -3.696], [0.066, -1.315, -5.931], [-0.591, 1.053, -6.227], [-1.306, 2.374, -4.268], [-1.225, 1.395, -2.017], [-1.358, 0.738, 0.642], [-2.530, 1.814, 0.395], [-3.513, 2.134, 2.055], [-3.703, 1.014, 2.854], [-4.419, 1.109, 4.033], [-4.983, 2.320, 4.401], [-4.799, 3.437, 3.603], [-4.057, 3.352, 2.436], [-1.865, 3.497, -0.359], [-2.603, 4.653, -0.576], [-1.997, 5.760, -1.150], [-0.660, 5.722, -1.507], [0.080, 4.573, -1.293], [-0.526, 3.469, -0.724], [-3.881, 1.064, -0.795], [-4.807, 1.815, -1.504], [-5.741, 1.172, -2.299], [-5.747, -0.211, -2.389], [-4.820, -0.960, -1.682], [-3.891, -0.321, -0.881], [-3.264, 0.073, 2.539], [-4.544, 0.240, 4.660], [-5.569, 2.395, 5.306], [-5.244, 4.380, 3.886], [-3.903, 4.233, 1.827], [-3.652, 4.698, -0.320], [-2.581, 6.653, -1.325], [-0.199, 6.590, -1.952], [1.124, 4.527, -1.569], [0.031, 2.555, -0.552], [-4.797, 2.897, -1.446], [-6.470, 1.751, -2.849], [-6.477, -0.706, -3.014], [-4.821, -2.038, -1.751], [-3.144, -0.883, -0.329]],
  "homo_lumo_gap_ev": [4.46, 4.00],
  "spin_multiplicity": 6,
  "homo_ev": [-6.1115, -6.1327],
  "e_above_lowest_ev": 1.839,
  "fmax_ev_per_a": 3.9,
  "s2": 8.937
}